No. 1
{
  "formula": "C7H17F3HgN2O8S",
  "method": "the ωB97M-V functional and the def2-TZVPD basis",
  "homo_ha": -0.0137,
  "lumo_ev": 4.309,
  "total_energy_ha": -1839.46589,
  "orbital_gap_ev": 4.68,
  "total_charge": -2,
  "spin_multiplicity": 1,
  "max_force_ev_per_a": 2.83,
  "species": ["Hg", "O", "H", "O", "H", "O", "H", "C", "F", "F", "F", "S", "O", "O", "O", "C", "O", "N", "C", "C", "H", "H", "H", "H", "H", "H", "H", "C", "O", "N", "C", "C", "H", "H", "H", "H", "H", "H", "H"],
  "xyz": [[19.313, -30.310, 6.325], [19.662, -30.986, 4.203], [19.219, -31.689, 3.716], [21.000, -28.869, 6.005], [20.905, -27.919, 5.884], [20.393, -32.097, 7.172], [20.134, -32.103, 8.104], [18.104, -25.846, 6.593], [19.232, -25.635, 5.928], [18.421, -26.147, 7.870], [17.393, -24.702, 6.673], [17.098, -27.169, 5.725], [17.060, -26.667, 4.368], [17.796, -28.415, 5.930], [15.819, -27.066, 6.418], [18.131, -30.066, 9.476], [18.138, -29.608, 8.362], [18.250, -29.351, 10.625], [17.967, -29.975, 11.898], [18.622, -27.964, 10.614], [17.946, -31.140, 9.666], [18.857, -30.405, 12.366], [17.147, -30.683, 11.773], [17.567, -29.237, 12.598], [17.882, -27.283, 11.044], [19.529, -27.762, 11.199], [18.828, -27.712, 9.575], [16.151, -31.715, 6.257], [17.026, -31.199, 5.618], [15.035, -32.286, 5.704], [14.090, -33.015, 6.505], [14.725, -32.077, 4.304], [16.214, -31.860, 7.351], [13.072, -32.706, 6.273], [14.361, -32.830, 7.551], [14.238, -34.102, 6.462], [15.500, -31.445, 3.869], [14.723, -33.017, 3.749], [13.802, -31.493, 4.250]]
}

***

No. 2
{
  "formula": "C6H6",
  "method": "the ωB97M-V functional and the def2-TZVPD basis",
  "homo_ha": [-0.2977, -0.2977],
  "lumo_ev": [0.518, 0.518],
  "total_energy_ha": -232.06112,
  "orbital_gap_ev": [8.62, 8.62],
  "total_charge": 0,
  "spin_multiplicity": 1,
  "max_force_ev_per_a": 0.85,
  "species": ["C", "C", "C", "C", "C", "C", "H", "H", "H", "H", "H", "H"],
  "xyz": [[1.188, -0.451, 0.716], [0.470, -0.923, -0.410], [-0.783, -0.868, 0.385], [-1.426, 0.393, 0.230], [-0.496, 1.267, -0.254], [0.786, 0.607, -0.314], [2.255, -0.704, 0.849], [0.717, -1.603, -1.214], [-1.249, -1.732, 0.854], [-2.433, 0.640, 0.551], [-0.652, 2.289, -0.578], [1.623, 1.084, -0.815]]
}

***

No. 3
{
  "formula": "H29O14",
  "method": "the ωB97M-V functional and the def2-TZVPD basis",
  "homo_ha": -0.4801,
  "lumo_ev": -2.841,
  "total_energy_ha": -1070.47137,
  "orbital_gap_ev": 10.22,
  "total_charge": 1,
  "spin_multiplicity": 1,
  "max_force_ev_per_a": 2.60,
  "species": ["O", "H", "O", "H", "H", "O", "H", "H", "O", "H", "H", "O", "H", "H", "O", "H", "H", "O", "H", "H", "O", "H", "H", "O", "H", "H", "O", "H", "H", "O", "H", "H", "O", "H", "H", "O", "H", "H", "O", "H", "H", "H", "H"],
  "xyz": [[1.933, -2.289, -0.947], [2.793, -0.658, 1.184], [-2.642, 2.318, 0.819], [-3.126, 2.766, 1.511], [-2.310, 3.006, 0.230], [3.586, 0.360, 0.698], [3.490, -3.259, 2.772], [4.463, -0.029, 0.620], [-0.542, -0.022, 1.038], [-0.239, -0.238, 0.174], [-1.171, 0.704, 1.029], [3.633, 0.316, -2.388], [3.647, 1.055, -2.996], [3.714, -0.570, -2.736], [-1.802, 0.530, -1.114], [-2.074, -0.230, -1.627], [-2.508, 0.905, -0.589], [-0.828, 0.826, 3.848], [-1.372, 1.326, 3.240], [-1.358, 0.876, 4.646], [-4.761, -0.274, -0.941], [-4.730, -0.083, -1.883], [-5.349, -0.885, -0.513], [-2.474, -1.664, 2.198], [-2.222, -2.574, 2.100], [1.428, -1.957, -1.709], [1.953, -1.304, 1.463], [1.535, -1.623, 0.599], [1.125, -0.820, 1.684], [3.802, -2.781, 1.990], [3.131, 0.616, -0.116], [-0.756, -0.993, -3.452], [0.158, -0.793, -3.259], [-1.753, -1.042, 2.047], [0.271, 0.158, -3.202], [1.891, 3.651, 0.173], [1.178, 3.792, 0.799], [2.619, 4.101, 0.611], [-3.746, 1.108, -2.949], [-2.920, 0.990, -3.407], [-3.546, 1.490, -2.097], [1.843, -3.248, -1.019], [4.032, -3.558, 1.470]]
}

***

No. 4
{
  "formula": "C22H27N3O6S",
  "method": "the ωB97M-V functional and the def2-TZVPD basis",
  "smiles": "CCN(CC)S(=O)(=O)c1cccc(C(=O)NCC(=O)OCC(=O)NCc2ccccc2)c1",
  "homo_ha": -0.3290,
  "lumo_ev": 0.119,
  "total_energy_ha": -1868.48499,
  "orbital_gap_ev": 9.07,
  "total_charge": 0,
  "spin_multiplicity": 1,
  "max_force_ev_per_a": 1.25,
  "species": ["C", "H", "H", "H", "C", "N", "S", "O", "O", "C", "C", "C", "C", "C", "C", "H", "H", "H", "C", "O", "N", "H", "C", "H", "H", "C", "O", "O", "C", "H", "H", "C", "O", "N", "H", "C", "C", "C", "C", "C", "C", "C", "H", "H", "H", "H", "H", "H", "H", "H", "C", "C", "H", "H", "H", "H", "H", "H", "H"],
  "xyz": [[-4.283, -1.046, 2.516], [-4.746, -1.601, 1.705], [-3.969, -1.741, 3.290], [-5.017, -0.362, 2.937], [-3.076, -0.285, 1.974], [-3.429, 0.653, 0.932], [-3.564, 0.095, -0.610], [-3.775, -1.323, -0.602], [-4.495, 0.915, -1.332], [-1.942, 0.400, -1.339], [-0.863, 0.777, -0.572], [0.355, 1.064, -1.185], [0.481, 0.916, -2.562], [-0.606, 0.513, -3.320], [-1.826, 0.270, -2.710], [-2.695, -0.020, -3.279], [-0.503, 0.395, -4.388], [1.433, 1.085, -3.045], [1.469, 1.520, -0.308], [1.621, 1.106, 0.829], [2.268, 2.478, -0.832], [2.174, 2.737, -1.800], [3.368, 3.013, -0.071], [3.014, 3.268, 0.935], [3.750, 3.918, -0.543], [4.524, 2.032, 0.132], [5.504, 2.296, 0.770], [4.284, 0.869, -0.470], [5.202, -0.197, -0.253], [5.713, -0.420, -1.194], [5.949, 0.105, 0.491], [4.495, -1.473, 0.226], [5.015, -2.556, 0.055], [3.328, -1.275, 0.852], [2.912, -0.352, 0.904], [2.464, -2.373, 1.224], [1.265, -2.477, 0.315], [0.001, -2.736, 0.828], [-1.086, -2.870, -0.018], [-0.924, -2.727, -1.385], [0.330, -2.457, -1.904], [1.418, -2.336, -1.059], [2.401, -2.144, -1.466], [0.465, -2.352, -2.971], [-1.781, -2.824, -2.034], [-2.068, -3.082, 0.376], [-0.126, -2.849, 1.895], [3.066, -3.285, 1.150], [2.142, -2.240, 2.261], [-0.949, 0.870, 0.498], [-3.958, 1.953, 1.271], [-2.856, 2.995, 1.452], [-3.296, 3.949, 1.732], [-2.162, 2.692, 2.233], [-2.302, 3.124, 0.525], [-4.613, 2.245, 0.449], [-4.557, 1.878, 2.184], [-2.369, -0.991, 1.537], [-2.574, 0.264, 2.777]]
}

***

No. 5
{
  "formula": "C30H38MnN4O",
  "method": "the ωB97M-V functional and the def2-TZVPD basis",
  "homo_ha": [0.0802, 0.0843],
  "lumo_ev": [4.359, 4.361],
  "total_energy_ha": -2610.85484,
  "orbital_gap_ev": [2.18, 2.07],
  "total_charge": -2,
  "spin_multiplicity": 6,
  "max_force_ev_per_a": 7.00,
  "species": ["Mn", "N", "N", "C", "C", "C", "C", "H", "H", "H", "C", "C", "H", "H", "H", "C", "C", "H", "H", "H", "C", "H", "H", "H", "C", "H", "H", "H", "C", "H", "C", "H", "C", "H", "C", "H", "C", "C", "H", "C", "C", "H", "C", "H", "N", "C", "C", "C", "H", "C", "C", "H", "H", "H", "C", "H", "C", "C", "H", "H", "H", "C", "H", "H", "H", "C", "C", "N", "O", "H", "H", "H", "H", "H"],
  "xyz": [[-0.521, -0.136, -0.593], [-0.244, 3.899, -2.222], [-1.484, -2.414, -3.149], [-0.070, -0.598, 1.860], [-1.245, 0.207, 1.624], [-0.776, 1.549, 1.391], [-1.620, 2.714, 1.137], [-2.675, 2.494, 1.044], [-1.303, 2.966, -0.244], [-1.424, 3.641, 1.666], [0.644, 1.495, 1.187], [1.469, 2.602, 0.659], [1.668, 3.385, 1.402], [0.960, 3.095, -0.179], [2.431, 2.237, 0.281], [1.084, 0.203, 1.561], [2.487, -0.196, 1.801], [3.143, 0.164, 0.995], [2.605, -1.290, 1.868], [2.851, 0.237, 2.751], [-2.657, -0.167, 1.919], [-2.943, 0.074, 2.958], [-2.820, -1.243, 1.769], [-3.362, 0.358, 1.256], [-0.065, -1.849, 2.653], [0.844, -2.443, 2.477], [-0.922, -2.493, 2.393], [-0.119, -1.645, 3.741], [0.048, 4.390, -3.413], [0.143, 5.504, -3.481], [0.313, 3.513, -4.521], [0.542, 3.977, -5.471], [0.270, 2.126, -4.382], [0.426, 1.436, -5.238], [-0.077, 1.599, -3.115], [-0.228, 0.501, -2.961], [-0.403, 2.523, -2.091], [-1.052, 2.046, -0.930], [-1.967, 1.428, -1.095], [-0.847, -2.125, -1.935], [-2.734, -2.616, -2.859], [-3.588, -2.252, -3.407], [-2.776, -3.238, -1.633], [-3.325, -4.139, -1.512], [-1.521, -2.949, -1.054], [-1.087, -3.721, 0.038], [-2.027, -4.452, 0.866], [-1.563, -5.514, 1.660], [-2.283, -6.164, 2.161], [-0.209, -5.815, 1.790], [0.208, -6.933, 2.672], [1.204, -6.780, 3.094], [0.220, -7.910, 2.170], [-0.497, -7.034, 3.504], [0.689, -5.064, 1.046], [1.739, -5.330, 1.077], [0.298, -4.018, 0.190], [1.372, -3.352, -0.627], [1.163, -3.454, -1.700], [2.315, -3.870, -0.412], [1.545, -2.285, -0.402], [-3.510, -4.187, 0.880], [-3.943, -4.451, -0.093], [-3.753, -3.139, 1.122], [-3.986, -4.866, 1.591], [3.135, 2.205, -2.342], [3.088, 0.703, -2.336], [3.836, 0.156, -3.321], [2.450, 0.002, -1.524], [4.113, 2.555, -1.979], [2.344, 2.593, -1.702], [2.973, 2.596, -3.354], [3.936, -0.845, -3.390], [4.327, 0.753, -3.969]]
}